Entry from OMol25: a molecular structure, C14H17BF6N6OTc at a distorted geometry (ωB97M-V/def2-TZVPD).

Computed properties:
Charge   +2
HOMO level (alpha / beta)   -0.576 / -0.560 Eh
Frontier orbital gap (alpha / beta)   8.4 / 3.3 eV
LUMO energy (alpha / beta)   -7.266 / -11.987 eV
Spin multiplicity   4
Largest force on an atom   3.4 eV Å⁻¹

CARTESIAN COORDINATES (ANGSTROEM)
H 0.72 -1.01 3.16
N -0.92 -0.74 1.86
B -3.21 -0.66 0.73
N -2.30 -0.96 1.96
C -2.56 -1.42 3.19
Tc -0.06 0.04 0.25
H -3.58 -1.66 3.45
C -1.36 -1.52 3.90
H -1.22 -1.86 4.92
C -0.35 -1.09 3.05
H -4.37 -0.86 0.96
C 0.92 0.29 -2.31
H 1.92 0.62 -2.63
H 0.35 1.13 -1.90
H 0.41 -0.08 -3.22
N -2.71 -1.55 -0.46
N -2.98 0.83 0.30
N -1.39 -1.45 -0.85
N -1.66 1.26 0.05
C -3.33 -2.46 -1.22
C -3.80 1.87 0.14
H -4.36 -2.67 -1.06
H -4.87 1.74 0.29
C -2.41 -2.95 -2.15
C -3.05 3.00 -0.22
C -1.21 -2.28 -1.89
C -1.72 2.59 -0.27
H -2.59 -3.69 -2.90
H -3.42 4.00 -0.41
H -0.26 -2.36 -2.40
H -0.79 3.12 -0.48
H 1.03 -0.51 -1.56
C 2.95 1.63 2.48
C 2.76 1.30 1.01
O 1.43 1.15 0.67
C 3.32 2.48 0.12
F 4.62 2.77 0.44
F 3.26 2.25 -1.21
F 2.57 3.58 0.36
C 3.51 -0.03 0.71
F 4.81 -0.05 1.09
F 2.86 -1.04 1.39
F 3.46 -0.37 -0.60
H 2.46 2.59 2.69
H 4.02 1.69 2.70
H 2.48 0.84 3.08

***

Entry from OMol25: 2 unconnected molecules or ions with the total composition C5H11O2 at a distorted geometry (ωB97M-V/def2-TZVPD).

Computed properties:
Charge   -1
HOMO level   -0.131 Eh
Frontier orbital gap   7.3 eV
LUMO energy   3.698 eV
Largest force on an atom   3.8 eV Å⁻¹

CARTESIAN COORDINATES (ANGSTROEM)
C 1.35 1.47 1.37
C 0.72 2.78 1.67
H 2.34 1.49 1.77
H 0.86 0.59 1.77
H 1.31 1.22 0.22
H 1.73 3.39 1.77
H 0.03 2.75 2.59
H 0.25 3.27 0.87
C -1.07 -2.38 -1.31
C -1.74 -0.93 -1.00
C 0.46 -2.12 -1.46
O 0.81 -1.43 -0.48
O 1.20 -2.61 -2.32
H -1.39 -3.04 -0.54
H -1.21 -2.73 -2.28
H -0.98 -0.18 -0.92
H -2.28 -0.90 -0.01
H -2.41 -0.64 -1.72

***

Entry from OMol25: 2 unconnected molecules or ions with the total composition C3H9OS at a distorted geometry (ωB97M-V/def2-TZVPD).

Computed properties:
Charge   0
HOMO level (alpha / beta)   -0.347 / -0.345 Eh
Frontier orbital gap (alpha / beta)   10.3 / 6.8 eV
LUMO energy (alpha / beta)   0.882 / -2.546 eV
Spin multiplicity   2
Largest force on an atom   4.4 eV Å⁻¹

CARTESIAN COORDINATES (ANGSTROEM)
C 0.24 0.24 -3.20
O 0.99 -0.44 -2.24
H 0.67 1.40 -3.26
H 0.58 0.01 -4.32
H -0.95 0.04 -3.21
C -0.64 0.34 2.82
C 0.16 -0.40 1.66
S -0.67 -1.10 0.17
H -0.07 1.21 3.05
H -0.77 -0.20 3.90
H -1.70 0.48 2.54
H 1.06 0.34 1.43
H 0.76 -1.16 2.22
H 0.34 -0.74 -1.56

***

Entry from OMol25: I3N in the gas phase (ωB97M-V/def2-TZVPD).

Computed properties:
Charge   0
HOMO level (alpha / beta)   -0.348 / -0.348 Eh
Frontier orbital gap (alpha / beta)   6.3 / 7.5 eV
LUMO energy (alpha / beta)   -3.219 / -1.989 eV
Largest force on an atom   0.5 eV Å⁻¹

CARTESIAN COORDINATES (ANGSTROEM)
N 1.47 -0.58 0.07
I 2.12 0.60 1.54
I -0.50 -0.71 -0.16
I -3.10 0.70 -1.46

***

Entry from OMol25: C5H11NO in the gas phase (ωB97M-V/def2-TZVPD).

Computed properties:
Charge   0
HOMO level   -0.344 Eh
Structure (SMILES)   CC(C)N(C)C=O
Frontier orbital gap   10.3 eV
LUMO energy   0.893 eV
Largest force on an atom   0.3 eV Å⁻¹

CARTESIAN COORDINATES (ANGSTROEM)
C -0.84 -1.27 -0.76
C -0.66 0.19 -0.35
C -1.60 0.59 0.79
N 0.74 0.49 -0.04
C 1.42 -0.27 1.00
C 1.51 1.06 -1.01
O 1.13 1.38 -2.12
H -0.69 -1.95 0.08
H -1.86 -1.43 -1.14
H -0.14 -1.52 -1.56
H -0.88 0.82 -1.22
H -1.56 1.67 0.97
H -2.63 0.33 0.52
H -1.36 0.08 1.72
H 0.98 -0.11 1.99
H 1.41 -1.35 0.78
H 2.47 0.04 1.04
H 2.55 1.24 -0.67

***

Entry from OMol25: 12 unconnected molecules or ions with the total composition H24O12 (ωB97M-V/def2-TZVPD).

Computed properties:
Charge   0
HOMO level   -0.365 Eh
Structure (SMILES)   O.O.O.O.O.O.O.O.O.O.O.O
Frontier orbital gap   9.8 eV
LUMO energy   -0.127 eV
Largest force on an atom   0.9 eV Å⁻¹

CARTESIAN COORDINATES (ANGSTROEM)
O 2.56 0.93 2.23
H 1.68 1.21 2.54
H 3.16 1.63 2.51
O -2.95 0.53 -2.33
H -3.07 1.36 -1.84
H -3.37 0.69 -3.18
O -4.14 0.31 0.30
H -5.04 0.37 -0.05
H -3.59 0.11 -0.48
O -0.14 -2.60 1.33
H -1.10 -2.50 1.31
H 0.01 -3.49 1.68
O 3.82 -0.09 -0.65
H 2.86 -0.14 -0.53
H 4.12 -1.00 -0.67
O 1.69 2.30 -0.21
H 0.99 1.66 -0.41
H 2.09 1.97 0.60
O 0.05 -0.07 -0.30
H -0.78 -0.27 -0.76
H -0.17 -0.17 0.63
O 1.51 -3.27 -0.94
H 0.91 -2.83 -0.32
H 1.19 -3.01 -1.81
O -1.08 2.66 1.46
H -0.30 3.14 1.15
H -0.74 2.00 2.09
O -1.47 -1.91 -1.79
H -2.06 -1.48 -2.42
H -1.79 -2.81 -1.73
O 1.57 0.91 -3.02
H 1.67 0.11 -2.50
H 2.46 1.26 -3.10
O -0.10 1.00 3.39
H -0.29 1.43 4.23
H -0.13 0.05 3.58

***

Entry from OMol25: a molecular structure, C14H33BBaF4O8 at a distorted geometry (ωB97M-V/def2-TZVPD).

Computed properties:
Charge   0
HOMO level   -0.272 Eh
Frontier orbital gap   7.0 eV
LUMO energy   -0.396 eV
Largest force on an atom   2.4 eV Å⁻¹

CARTESIAN COORDINATES (ANGSTROEM)
Ba 0.09 -0.23 -0.03
B 3.38 -2.81 -0.08
F 3.36 -1.61 -0.77
F 4.14 -2.58 1.09
F 2.07 -3.19 0.13
F 3.97 -3.80 -0.79
C -5.30 2.49 -0.25
C -3.86 2.08 -0.25
O -3.27 1.90 -1.33
O -3.23 1.89 0.82
H -5.53 3.27 -0.98
H -5.55 2.87 0.74
H -5.95 1.66 -0.51
C -3.41 -2.70 0.67
O -2.59 -2.53 -0.45
C -3.14 -2.83 -1.78
C -2.02 -3.33 -2.73
O -0.87 -2.53 -2.68
C 0.21 -2.87 -3.53
H -4.28 -3.31 0.43
H -3.82 -1.74 0.98
H -2.88 -3.28 1.43
H -3.76 -2.10 -2.30
H -3.78 -3.70 -1.65
H -2.47 -3.40 -3.72
H -1.81 -4.36 -2.47
H -0.14 -2.83 -4.56
H 0.59 -3.87 -3.34
H 1.05 -2.20 -3.31
C 0.77 -2.52 4.20
O 0.30 -1.41 3.51
C 0.37 -0.17 4.32
C 1.77 0.34 4.48
O 2.22 0.46 3.12
C 3.53 0.99 3.04
H 0.71 -3.40 3.56
H 0.20 -2.85 5.07
H 1.82 -2.43 4.50
H -0.17 -0.20 5.27
H -0.07 0.60 3.69
H 2.42 -0.27 5.11
H 1.78 1.31 4.99
H 3.86 1.05 2.00
H 4.20 0.37 3.64
H 3.59 2.00 3.43
C 0.96 4.25 0.43
O 1.57 3.27 -0.44
C 1.88 3.81 -1.75
C 2.31 2.68 -2.73
O 1.38 1.66 -3.00
C 0.61 2.02 -4.13
H 0.02 4.57 -0.02
H 1.56 5.12 0.70
H 0.63 3.69 1.31
H 2.60 4.62 -1.75
H 0.94 4.10 -2.24
H 3.17 2.29 -2.19
H 2.67 3.13 -3.65
H -0.40 1.60 -4.17
H 1.20 1.83 -5.02
H 0.40 3.09 -4.09

***

Entry from OMol25: a gas-phase ion, C6H9N2O2 (charge +1) at a distorted geometry (ωB97M-V/def2-TZVPD).

Computed properties:
Charge   +1
HOMO level   -0.485 Eh
Frontier orbital gap   8.2 eV
LUMO energy   -4.999 eV
Largest force on an atom   5.2 eV Å⁻¹

CARTESIAN COORDINATES (ANGSTROEM)
C 0.35 1.15 -1.96
C 1.67 1.94 -0.04
C -0.61 -1.52 1.04
C 0.07 -1.01 2.27
C 1.61 -0.43 0.29
C 0.22 -0.34 0.81
N 0.87 2.09 -1.11
N -0.36 1.65 -2.96
O 1.97 2.73 0.75
O 2.26 0.57 -0.10
H -0.37 -2.45 0.61
H -1.73 -1.28 0.99
H -0.72 -0.57 2.97
H 0.76 -1.63 2.85
H 1.90 -1.50 0.20
H -0.29 0.63 0.67
H 0.49 3.12 -1.37
H -0.69 0.92 -3.65
H -0.44 2.58 -3.18

***

Entry from OMol25: C2HNOS in the gas phase at a distorted geometry (ωB97M-V/def2-TZVPD).

Computed properties:
Charge   0
HOMO level   -0.409 Eh
Structure (SMILES)   N#CC(=O)S
Frontier orbital gap   10.5 eV
LUMO energy   -0.591 eV
Largest force on an atom   2.9 eV Å⁻¹

CARTESIAN COORDINATES (ANGSTROEM)
N -0.74 -1.03 2.06
C -0.22 -0.43 1.25
C 0.47 0.18 0.07
O 1.66 0.41 0.11
S -0.62 0.29 -1.31
H 0.35 0.75 -2.20

***

Entry from OMol25: a molecular structure, C12H30F12Li5N6O30S12 at a distorted geometry (ωB97M-V/def2-TZVPD).

Computed properties:
Charge   -2
HOMO level (alpha / beta)   -0.043 / -0.191 Eh
Frontier orbital gap (alpha / beta)   3.7 / 7.7 eV
LUMO energy (alpha / beta)   2.573 / 2.541 eV
Spin multiplicity   2
Largest force on an atom   10.5 eV Å⁻¹

CARTESIAN COORDINATES (ANGSTROEM)
Li 0.82 2.69 -2.15
Li -3.82 0.52 -0.74
Li 2.02 2.75 -0.13
Li -0.96 -3.70 -2.27
Li 3.30 0.37 1.73
N 0.48 -4.73 -1.28
S 2.19 -4.22 -1.21
O 3.17 -5.23 -1.40
O 2.49 -3.03 -0.48
F 2.21 -3.57 -2.71
S 0.53 -5.12 0.17
O 0.44 -4.02 1.09
O 1.24 -6.37 0.51
F -0.98 -5.68 0.33
N -2.98 -0.52 -5.02
S -3.40 0.75 -4.19
O -2.92 2.04 -4.64
O -3.46 0.59 -2.74
F -4.93 0.80 -4.56
S -1.38 -0.71 -4.17
O -1.26 -2.02 -3.57
O -0.74 0.41 -3.44
F -0.48 -0.81 -5.48
N -5.29 1.67 0.12
S -6.08 2.83 -0.62
O -5.44 3.47 -1.75
O -7.23 3.51 -0.04
F -6.87 1.62 -1.43
S -4.85 2.84 1.36
O -5.34 2.74 2.69
O -4.38 4.13 0.89
F -3.53 1.96 1.49
N 0.83 1.37 -0.69
S 1.08 -0.24 -0.55
O 0.03 -1.19 -0.97
O 2.00 -0.59 0.58
F 1.96 -0.29 -1.87
S -0.57 1.19 0.32
O -0.47 0.59 1.63
O -1.83 0.91 -0.45
F -0.76 2.75 0.61
N -4.57 -1.22 -0.75
S -5.26 -2.09 -1.86
O -6.12 -3.14 -1.36
O -4.65 -2.21 -3.17
F -6.27 -0.94 -2.20
S -3.50 -2.56 -0.30
O -2.44 -2.86 -1.32
O -4.10 -3.59 0.55
F -2.72 -1.66 0.80
N 3.08 2.31 1.54
S 2.48 3.22 2.82
O 1.90 4.48 2.36
O 3.19 3.11 4.07
F 1.11 2.39 3.03
S 4.42 3.08 1.51
O 5.57 2.44 2.19
O 4.48 4.52 1.18
F 4.71 2.55 0.01
C 2.03 1.76 -4.71
O 1.18 2.67 -4.09
C 0.14 3.28 -4.93
C -0.82 4.19 -4.06
O -1.08 3.71 -2.73
C -2.20 4.37 -2.20
H 1.45 0.89 -5.01
H 2.85 1.35 -4.11
H 2.52 2.14 -5.61
H -0.34 2.40 -5.37
H 0.55 3.91 -5.71
H -1.76 4.45 -4.53
H -0.23 5.09 -3.89
H -2.15 4.18 -1.13
H -3.07 3.89 -2.66
H -2.13 5.46 -2.23
C -0.35 -0.19 5.16
O -0.55 -1.58 4.99
C -0.73 -1.82 3.53
C -1.47 -3.13 3.38
O -0.86 -4.18 4.03
C -1.27 -5.53 3.62
H -0.64 0.10 6.17
H -0.95 0.41 4.47
H 0.68 0.16 5.10
H 0.28 -1.86 3.11
H -1.29 -1.09 2.95
H -1.59 -3.37 2.33
H -2.47 -2.92 3.75
H -2.33 -5.60 3.37
H -1.11 -6.26 4.41
H -0.75 -5.94 2.75
C 4.35 0.24 4.90
O 4.35 -0.18 3.53
C 5.44 -1.01 3.11
C 5.37 -1.34 1.60
O 4.95 -0.28 0.76
C 5.41 -0.41 -0.56
H 4.85 -0.52 5.49
H 3.35 0.35 5.30
H 4.92 1.17 4.95
H 5.45 -1.93 3.70
H 6.29 -0.37 3.35
H 4.62 -2.06 1.29
H 6.27 -1.75 1.15
H 6.43 -0.04 -0.47
H 4.96 0.32 -1.23
H 5.33 -1.38 -1.06

***

Entry from OMol25: C27H42N6O2 in the gas phase (ωB97M-V/def2-TZVPD).

Computed properties:
Charge   0
HOMO level   -0.253 Eh
Structure (SMILES)   CCCN(CCC)CCNC(=O)CCC(=O)Nc1ccc2nc(N3CCN(C)CC3)cc(C)c2c1
Frontier orbital gap   7.5 eV
LUMO energy   0.658 eV
Largest force on an atom   0.8 eV Å⁻¹

CARTESIAN COORDINATES (ANGSTROEM)
C -7.60 -1.40 -3.44
C -7.46 -0.14 -2.59
C -6.82 -0.47 -1.23
N -6.57 0.66 -0.35
C -7.76 1.31 0.17
C -8.55 0.42 1.13
C -7.69 -0.12 2.26
C -5.59 1.60 -0.86
C -4.77 2.20 0.29
N -4.30 1.14 1.15
C -3.00 0.81 1.27
O -2.10 1.47 0.77
C -2.74 -0.46 2.07
C -2.34 -1.61 1.13
C -0.83 -1.77 0.90
O -0.31 -2.86 0.93
N -0.20 -0.60 0.65
C 1.16 -0.39 0.38
C 1.55 0.95 0.13
C 2.85 1.25 -0.15
C 3.83 0.24 -0.20
N 5.10 0.60 -0.48
C 6.03 -0.33 -0.54
N 7.28 0.08 -0.91
C 8.50 -0.61 -0.54
C 9.07 -0.02 0.76
N 9.30 1.41 0.68
C 10.49 1.78 -0.05
C 8.09 2.09 0.24
C 7.52 1.51 -1.06
C 5.74 -1.70 -0.31
C 4.46 -2.09 -0.01
C 4.14 -3.54 0.22
C 3.44 -1.10 0.05
C 2.10 -1.39 0.34
H -8.06 -1.16 -4.40
H -8.21 -2.14 -2.94
H -6.62 -1.84 -3.63
H -8.45 0.29 -2.43
H -6.85 0.59 -3.12
H -5.85 -0.96 -1.41
H -7.45 -1.18 -0.70
H -8.43 1.66 -0.63
H -7.43 2.19 0.72
H -9.37 1.02 1.55
H -9.01 -0.41 0.59
H -7.22 0.69 2.81
H -8.29 -0.70 2.96
H -6.91 -0.77 1.86
H -6.05 2.42 -1.44
H -4.91 1.06 -1.52
H -5.37 2.90 0.88
H -3.90 2.73 -0.10
H -5.02 0.50 1.44
H -1.94 -0.27 2.78
H -3.64 -0.74 2.62
H -2.68 -2.56 1.55
H -2.81 -1.49 0.16
H -0.76 0.25 0.65
H 0.80 1.72 0.17
H 3.16 2.27 -0.34
H 9.22 -0.48 -1.36
H 8.32 -1.68 -0.41
H 8.34 -0.19 1.56
H 10.00 -0.51 1.03
H 10.63 2.86 0.04
H 10.48 1.52 -1.11
H 11.35 1.29 0.42
H 7.34 1.98 1.02
H 8.31 3.15 0.11
H 8.22 1.65 -1.89
H 6.57 1.98 -1.30
H 6.51 -2.45 -0.38
H 5.03 -4.15 0.13
H 3.72 -3.67 1.22
H 3.39 -3.88 -0.49
H 1.79 -2.41 0.53

***

Entry from OMol25: a molecular structure, Cl2HISi at a distorted geometry (ωB97M-V/def2-TZVPD).

Computed properties:
Charge   0
HOMO level   -0.360 Eh
Frontier orbital gap   8.4 eV
LUMO energy   -1.419 eV
Largest force on an atom   4.9 eV Å⁻¹

CARTESIAN COORDINATES (ANGSTROEM)
Si 0.30 -0.23 0.27
Cl 1.64 0.72 1.35
Cl -2.31 0.92 0.19
I 0.82 0.13 -2.21
H -0.45 -1.53 0.40

***

Entry from OMol25: 2 unconnected molecules or ions with the total composition C6H16N2O (ωB97M-V/def2-TZVPD).

Computed properties:
Charge   0
HOMO level (alpha / beta)   -0.229 / -0.229 Eh
Frontier orbital gap (alpha / beta)   7.2 / 7.1 eV
LUMO energy (alpha / beta)   0.915 / 0.908 eV
Largest force on an atom   0.5 eV Å⁻¹

CARTESIAN COORDINATES (ANGSTROEM)
C 1.20 -0.83 0.89
C -0.30 1.34 0.18
C -0.38 -0.46 -1.38
C 0.35 -1.16 2.10
C -0.96 2.12 1.26
C 0.58 -0.02 -2.47
N -1.01 0.59 -0.67
N -1.36 -1.44 -1.79
O 2.32 0.01 1.17
H 1.99 0.83 1.57
H -1.96 0.36 -0.40
H 1.66 -1.74 0.51
H 0.70 1.61 -0.13
H 0.39 -0.77 -0.38
H -1.21 -2.34 -1.36
H -1.42 -1.56 -2.80
H -0.53 -1.73 1.80
H 0.89 -1.77 2.84
H -0.01 -0.26 2.61
H -1.30 3.11 0.94
H -1.84 1.59 1.66
H -0.27 2.28 2.09
H 0.05 0.34 -3.35
H 1.20 -0.87 -2.77
H 1.25 0.76 -2.12

***

Entry from OMol25: a molecular structure, C4H8F21NO4P3PdS at a distorted geometry (ωB97M-V/def2-TZVPD).

Computed properties:
Charge   -1
HOMO level (alpha / beta)   -0.298 / -0.298 Eh
Frontier orbital gap (alpha / beta)   6.8 / 2.9 eV
LUMO energy (alpha / beta)   -1.289 / -5.161 eV
Spin multiplicity   3
Largest force on an atom   6.9 eV Å⁻¹

CARTESIAN COORDINATES (ANGSTROEM)
Pd -0.91 0.03 -1.96
C 4.75 1.35 2.11
C 3.75 0.31 2.53
O 2.90 -0.16 1.77
N 4.02 -0.35 3.91
H 4.96 -0.71 3.97
H 3.91 0.35 4.63
C 2.91 -1.30 4.42
H 4.18 1.87 1.34
H 5.60 0.93 1.57
H 5.05 2.01 2.93
H 1.92 -0.94 4.15
H 3.02 -1.24 5.50
H 3.17 -2.32 4.14
C -3.51 0.79 4.24
F -4.76 0.68 3.97
F -3.46 1.29 5.50
F -2.97 -0.40 4.19
S -2.56 1.98 2.96
O -3.54 2.95 2.50
O -1.43 2.58 3.67
O -2.21 1.15 1.85
P -2.31 -4.36 -1.29
F -3.33 -4.83 -0.05
F -1.47 -5.70 -1.09
F -3.27 -5.07 -2.32
F -1.48 -3.81 -2.51
F -3.10 -2.92 -1.29
F -1.39 -3.42 -0.31
P 2.91 0.54 -4.40
F 1.37 0.59 -4.90
F 2.46 -0.81 -3.68
F 3.31 -0.30 -5.75
F 4.42 0.49 -3.72
F 3.25 1.93 -5.14
F 2.31 1.41 -3.16
P -4.06 2.20 -4.37
F -3.44 0.69 -4.61
F -4.48 1.77 -2.90
F -2.72 2.75 -3.72
F -4.63 3.67 -4.14
F -3.59 2.69 -5.83
F -5.56 1.62 -4.71

***

Entry from OMol25: C3H2F6O in the gas phase at a distorted geometry (ωB97M-V/def2-TZVPD).

Computed properties:
Charge   0
HOMO level   -0.442 Eh
Structure (SMILES)   OC(C(F)(F)F)C(F)(F)F
Frontier orbital gap   12.6 eV
LUMO energy   0.592 eV
Largest force on an atom   3.8 eV Å⁻¹

CARTESIAN COORDINATES (ANGSTROEM)
O 0.07 1.62 0.13
C 0.11 0.27 -0.41
C 1.34 -0.43 0.12
F 1.32 -0.56 1.45
F 2.47 0.37 -0.17
F 1.44 -1.59 -0.51
C -1.15 -0.42 0.10
F -1.16 -1.75 0.08
F -2.22 0.01 -0.69
F -1.53 -0.06 1.39
H -0.68 2.15 -0.03
H 0.00 0.39 -1.45

***

Entry from OMol25: a molecular structure, CHLiO2Pb at a distorted geometry (ωB97M-V/def2-TZVPD).

Computed properties:
Charge   +1
HOMO level (alpha / beta)   -0.386 / -0.573 Eh
Frontier orbital gap (alpha / beta)   5.9 / 11.1 eV
LUMO energy (alpha / beta)   -4.586 / -4.506 eV
Spin multiplicity   2
Largest force on an atom   2.5 eV Å⁻¹

CARTESIAN COORDINATES (ANGSTROEM)
O 0.91 0.70 0.42
H 0.67 1.60 0.17
Pb 2.92 0.39 0.68
O -2.19 -1.52 -1.62
C -1.78 -0.90 -0.77
Li -0.53 -0.27 1.12